{"formula": "C3H8O2", "method": "ωB97M-V/def2-TZVPD", "elements": ["O", "O", "C", "C", "C", "H", "H", "H", "H", "H", "H", "H", "H"], "positions_angstrom": [[0.36037, 0.81664, 0.12853], [-0.54794, -1.17983, 0.94217], [-0.36797, -0.34628, -0.16855], [1.73185, 0.62425, 0.37876], [-1.74266, 0.08597, -0.65609], [-2.36814, -0.79182, -0.78054], [-2.18264, 0.73896, 0.08833], [0.16806, -0.90962, -0.96434], [0.30865, -1.43886, 1.30023], [2.19949, 0.02783, -0.41557], [-1.65098, 0.61920, -1.59582], [1.91335, 0.13795, 1.34571], [2.17861, 1.61561, 0.39720]], "nbo_charge": [-0.538, -0.723, 0.376, -0.257, -0.628, 0.218, 0.223, 0.119, 0.469, 0.166, 0.215, 0.158, 0.201], "e_tot_ev": -7335.229, "lumo_energy_ev": 0.888, "gap_ha": 0.415, "e_above_lowest_kj_mol": 79.2, "smiles": "CO[C@H](C)O"}

{"formula": "C3H8S3", "method": "ωB97M-V/def2-TZVPD", "elements": ["S", "S", "S", "C", "C", "C", "H", "H", "H", "H", "H", "H", "H", "H"], "positions_angstrom": [[-0.94293, -1.36030, -0.95716], [1.88771, 1.07348, -0.92337], [2.50548, -1.61395, 0.15834], [-1.50362, 0.38968, -0.36343], [-1.39048, 0.65883, 1.16259], [1.44252, -0.28827, 0.01891], [-1.04424, -0.27459, 1.67877], [-1.70550, -1.93603, 0.04030], [-0.72439, 0.81412, -0.96414], [-2.32039, 1.01119, 1.63914], [-2.42314, 0.50220, -0.88618], [-0.59914, 1.43637, 1.28855], [3.08435, 0.81305, -1.21810], [3.73374, -1.22579, -0.67421]], "nbo_charge": [-0.068, 0.154, 0.169, -0.444, -0.642, -0.499, 0.229, 0.126, 0.202, 0.217, 0.217, 0.224, 0.064, 0.051], "e_tot_ev": -35742.842, "lumo_energy_ev": -0.010, "gap_ha": 0.295, "e_above_lowest_kj_mol": 317.8}

{"formula": "C26H30Cl4N6O2S4V", "method": "ωB97M-V/def2-TZVPD", "elements": ["V", "Cl", "Cl", "Cl", "Cl", "S", "S", "S", "S", "O", "O", "N", "N", "N", "N", "N", "N", "C", "C", "C", "C", "C", "C", "C", "C", "C", "C", "C", "C", "C", "C", "C", "C", "C", "C", "C", "C", "C", "C", "C", "C", "C", "C", "H", "H", "H", "H", "H", "H", "H", "H", "H", "H", "H", "H", "H", "H", "H", "H", "H", "H", "H", "H", "H", "H", "H", "H", "H", "H", "H", "H", "H", "H"], "positions_angstrom": [[-0.10278, 0.19419, 0.34735], [2.93790, -2.13066, 5.85919], [-1.75574, -3.30053, 3.38718], [3.64356, -0.14352, 3.50255], [0.24706, -3.70951, 5.79653], [-0.69954, 1.61841, 2.09467], [-2.27669, 2.86252, 1.62131], [-1.18400, 1.85938, -1.08796], [-1.52020, 3.64456, -0.09467], [1.45784, -0.10082, 1.40889], [-0.66016, -1.33368, 1.37009], [2.42993, 1.29082, -3.02018], [1.99779, 2.58704, -1.17812], [-2.38020, -1.31035, -3.02191], [-0.99208, -0.99706, -1.14406], [1.40228, 0.33003, -1.12793], [-3.28549, -0.52258, -1.07414], [2.16386, 2.78114, 0.25405], [3.32324, -3.37949, -1.64800], [1.79292, 3.80391, -1.94104], [0.06826, -1.57526, 2.44068], [-0.25943, -2.45420, 3.46575], [1.93895, 1.36933, -1.75052], [4.04614, -2.23578, -1.50426], [0.63612, -2.62054, 4.51936], [-4.28428, 0.29837, -1.73589], [1.21749, -2.11537, -1.43296], [-0.16154, -4.58209, -1.58025], [-0.21341, -2.16116, -1.36128], [-3.54619, -2.06342, -3.44024], [1.90852, -3.34937, -1.59525], [3.38273, -1.01184, -1.32474], [-2.19057, -0.95562, -1.71986], [-1.31257, -1.22112, -3.99076], [2.04268, 0.24730, -3.94342], [-3.43223, -0.60483, 0.36884], [1.27495, -0.86992, 2.46894], [1.19486, -4.56746, -1.68885], [2.01049, -0.92745, -1.32203], [1.84327, -1.91414, 4.54640], [-0.85775, -3.37760, -1.39685], [2.17087, -1.03275, 3.51805], [3.63770, 2.00038, -3.40160], [1.75523, -5.48532, -1.81411], [1.03638, 4.40379, -1.43262], [3.81255, -4.33728, -1.77185], [3.95881, -0.11009, -1.15945], [-3.97916, 0.51076, -2.75697], [-0.75467, -2.15829, -4.08849], [2.70934, 4.39729, -2.01800], [2.79864, -0.54208, -4.00075], [-3.20404, 0.35462, 0.83852], [-2.77653, -1.37030, 0.77105], [-4.36213, 1.24420, -1.19552], [-0.63795, -0.42594, -3.68395], [-4.19424, -2.25371, -2.58934], [-5.26077, -0.19307, -1.73904], [-4.47111, -0.86323, 0.58380], [1.43416, 3.56220, -2.93837], [3.45579, 2.66972, -4.24578], [1.10901, -0.19669, -3.61469], [1.90715, 0.68265, -4.93554], [5.12815, -2.26204, -1.50633], [4.01734, 2.58121, -2.56670], [-1.73917, -0.95823, -4.96026], [-1.92932, -3.40436, -1.24495], [-4.11532, -1.52794, -4.20429], [-3.22409, -3.02339, -3.85652], [2.38538, 1.83435, 0.73844], [2.99728, 3.47153, 0.41063], [1.26168, 3.20278, 0.69609], [-0.70877, -5.51536, -1.61043], [4.40255, 1.27342, -3.69342]], "mulliken_spin": [1.375, -0.001, -0.001, -0.001, -0.001, -0.112, -0.006, -0.049, -0.002, -0.077, -0.096, 0.001, 0.000, 0.001, -0.051, -0.045, -0.004, 0.016, -0.001, 0.000, -0.003, -0.009, 0.012, 0.002, -0.006, -0.001, 0.023, 0.002, 0.008, 0.000, 0.005, -0.017, 0.021, 0.002, 0.004, 0.013, 0.009, -0.001, 0.018, -0.007, -0.011, -0.005, 0.000, 0.000, 0.000, 0.000, -0.002, 0.000, 0.000, 0.000, 0.000, 0.001, 0.002, 0.001, 0.001, 0.000, 0.000, 0.001, 0.001, 0.000, -0.002, 0.000, 0.000, 0.000, 0.000, -0.002, 0.000, 0.000, -0.001, 0.001, -0.003, 0.000, 0.000], "spin_multiplicity": 2, "e_tot_ev": -159606.686, "lumo_energy_ev": [-0.980, 0.133], "gap_ha": [0.234, 0.280], "e_above_lowest_kj_mol": 0.0, "s2": 0.82}

{"formula": "C25H44Cl12N3O5S", "method": "ωB97M-V/def2-TZVPD", "elements": ["Cl", "Cl", "Cl", "Cl", "Cl", "Cl", "Cl", "Cl", "Cl", "Cl", "Cl", "Cl", "S", "O", "O", "O", "O", "O", "N", "N", "N", "C", "C", "C", "C", "C", "C", "C", "C", "C", "C", "C", "C", "C", "C", "C", "C", "C", "C", "C", "C", "C", "C", "C", "C", "C", "H", "H", "H", "H", "H", "H", "H", "H", "H", "H", "H", "H", "H", "H", "H", "H", "H", "H", "H", "H", "H", "H", "H", "H", "H", "H", "H", "H", "H", "H", "H", "H", "H", "H", "H", "H", "H", "H", "H", "H", "H", "H", "H", "H"], "positions_angstrom": [[0.39721, -4.21796, 1.06263], [8.57305, 0.16959, 2.50463], [8.24106, 4.78024, 2.19365], [5.44786, 5.34534, 2.78092], [8.18555, 1.54247, -0.03008], [-0.72610, -2.84894, 4.31623], [1.07533, -5.69838, 3.46762], [2.23041, -6.47269, 0.91265], [6.22029, 1.83129, 2.09646], [-1.47628, -1.55799, 6.81252], [-3.25115, -1.41566, 4.51449], [7.44020, 7.45179, 3.01699], [-2.65176, 0.35231, 1.53344], [-4.08798, 0.50772, 2.01317], [5.52304, -1.78444, 0.06431], [4.44102, -2.80752, -1.76651], [-1.77926, 0.70679, 2.71583], [-7.42857, -0.33704, -0.88523], [0.51011, 2.07005, -0.00808], [-1.94551, 2.81857, 0.52475], [-0.04982, 3.42247, 1.85913], [-0.01064, 0.77756, -0.53677], [-2.42553, -1.44699, 1.20349], [-2.04259, -0.21593, -2.00050], [-3.44930, 0.15567, -2.73337], [2.96942, -2.28705, 1.75081], [-6.65930, -1.10836, 0.09568], [4.62270, -1.65457, -2.62735], [-7.47675, -2.49648, 0.29621], [4.55512, -2.42274, -0.39075], [4.03756, 0.85747, -2.40442], [7.12855, 5.72025, 3.19577], [3.39389, -0.61972, -2.46966], [-1.51386, 0.98548, -1.09273], [-5.96129, -0.75351, -2.90145], [2.03601, 2.46008, -2.09015], [3.29638, 1.82496, -1.34242], [0.80603, -5.81000, 1.72411], [-6.50146, 0.30261, -1.82010], [7.38280, 0.73929, 1.32750], [0.95869, 3.03276, -1.06515], [3.38620, -2.90785, 0.54679], [-2.47667, 1.46988, 0.07635], [-1.56536, -1.47248, 5.04892], [-0.49984, 2.77577, 0.76638], [-4.40813, -1.12917, -2.73220], [2.32786, 3.33418, -2.78051], [0.04965, 3.50877, -1.59434], [5.63958, -1.17953, -2.45090], [-0.03116, -6.48198, 1.54898], [-4.12106, -1.74313, -3.66113], [-3.22371, 0.38145, -3.84009], [7.29239, 5.44875, 4.23618], [-1.07240, -0.55852, 4.72497], [-6.76669, -3.38810, 0.18006], [-0.32910, 4.38497, 2.08516], [-6.54174, -1.73373, -2.75314], [-0.11379, 0.07844, 0.37577], [-1.29038, -0.30600, -2.87037], [-2.86671, -1.99121, 2.11615], [0.61079, 2.93528, 2.48991], [-8.27736, -2.53841, -0.50624], [-3.92203, 1.10388, -2.31938], [-6.57484, -0.54039, 1.09096], [-7.02109, 1.14311, -2.40531], [-2.14918, 3.52456, -0.21190], [-5.67416, 0.74535, -1.15364], [3.96217, 1.27956, -3.47355], [-5.58843, -1.30262, -0.24450], [2.82150, -3.84739, 0.23289], [2.88136, -1.15587, 1.79320], [-6.14915, -0.41153, -3.98245], [2.69445, -2.97629, 2.62457], [-2.05659, -1.23529, -1.50476], [4.61540, -2.01485, -3.71443], [-1.35143, -1.75820, 1.00951], [2.74642, -0.68300, -3.41880], [5.13903, 0.87642, -2.12803], [2.70276, -0.86752, -1.60110], [-1.42923, 1.88510, -1.81230], [-3.54114, 1.69843, -0.29576], [1.49112, 1.71972, -2.78655], [-4.21883, -1.80037, -1.83477], [4.01692, 2.69343, -1.12256], [6.84022, -0.12282, 0.94354], [2.94547, 1.28298, -0.40756], [1.46214, 3.91304, -0.51601], [-3.13747, -1.70992, 0.33742], [-7.93000, -2.46195, 1.34109], [0.66712, 0.23625, -1.26476]], "lowdin_charge": [0.537, 0.537, 0.512, 0.480, 0.512, 0.506, 0.532, 0.564, 0.474, 0.551, 0.595, 0.529, 0.725, -0.377, 0.073, -0.068, -0.387, -0.203, -0.065, 0.071, 0.259, -0.102, -0.153, -0.145, -0.175, 0.014, -0.241, -0.170, -0.068, -0.370, -0.185, -1.538, -0.147, -0.250, -0.154, -0.182, -0.180, -1.492, -0.198, -1.535, -0.174, -0.083, -0.287, -1.517, -0.225, -0.206, 0.138, 0.127, 0.123, 0.021, 0.123, 0.124, 0.019, -0.002, 0.074, 0.159, 0.127, 0.125, 0.128, 0.040, 0.167, 0.081, 0.091, 0.121, 0.134, 0.158, 0.103, 0.124, 0.083, 0.033, 0.074, 0.121, 0.067, 0.097, 0.139, 0.050, 0.116, 0.104, 0.096, 0.151, 0.147, 0.116, 0.086, 0.126, -0.025, 0.105, 0.143, 0.068, 0.077, 0.124], "e_tot_ev": -202435.410, "lumo_energy_ev": -5.136, "gap_ha": 0.235, "total_charge": 1}

{"formula": "C5H34N2O12", "method": "ωB97M-V/def2-TZVPD", "elements": ["O", "O", "O", "O", "O", "O", "O", "O", "O", "O", "O", "O", "N", "N", "C", "C", "C", "C", "C", "H", "H", "H", "H", "H", "H", "H", "H", "H", "H", "H", "H", "H", "H", "H", "H", "H", "H", "H", "H", "H", "H", "H", "H", "H", "H", "H", "H", "H", "H", "H", "H", "H", "H"], "positions_angstrom": [[-1.03613, -3.61132, -1.48759], [-2.20441, 2.12090, -1.00737], [2.39103, 1.98064, -1.96533], [-4.63427, 1.33322, 1.80793], [1.21994, 1.50818, 0.85647], [-2.34884, -2.10454, -3.99734], [2.06531, -1.97464, -0.80482], [3.63148, 0.16780, 1.32017], [-0.23948, 3.65796, 1.71049], [-3.29688, -0.06146, -0.15257], [4.42274, -1.79096, -0.26973], [-2.47934, 3.96121, 0.84557], [0.31979, 0.59216, -1.44158], [0.47220, -1.84024, 0.75625], [-0.36432, -0.84694, 1.46892], [1.29621, -2.73270, 1.58080], [0.11395, -0.84767, -1.57604], [1.00047, -1.45863, -0.49637], [0.16229, -0.35754, 2.81904], [-4.98655, 0.52723, 1.41587], [4.57490, -1.18888, -1.00864], [0.75132, -3.12303, 2.42978], [2.24687, -2.22462, 1.78012], [-2.67248, -1.45973, -3.34855], [-0.52682, 1.12058, -1.27323], [0.57505, -1.25386, -2.50515], [-2.69061, 2.66499, -1.64139], [2.08557, 1.19727, 1.21543], [3.93131, -0.72504, 1.02255], [-1.66577, -3.77494, -0.77954], [0.24200, 4.33114, 1.19785], [3.50447, -2.15601, -0.19518], [-1.87586, -2.74153, -3.44652], [-1.80244, 4.08449, 1.52895], [-3.18479, 3.60441, 1.41001], [-0.48821, 0.38220, 3.28198], [-0.13499, -3.79679, -1.19496], [1.07638, 0.22044, 2.67362], [-2.52164, -0.41041, 0.30224], [-0.60393, -0.11095, 0.67648], [0.41130, 3.05936, 2.07618], [1.72068, -3.56214, 0.97247], [-2.24511, 2.69871, -0.18979], [-1.33423, -1.34246, 1.74679], [0.91091, 0.98707, -2.15408], [-3.73212, 1.34227, 1.47626], [3.29886, 2.16239, -2.19738], [0.40809, -1.28468, 3.35978], [0.99200, 0.76317, 0.27132], [-3.05211, 0.84747, -0.49773], [-0.92181, -1.17528, -1.48761], [2.19727, 2.19229, -1.04451], [3.96919, 0.38756, 2.19848]], "nbo_charge": [-0.962, -0.989, -0.977, -0.956, -1.038, -0.949, -0.676, -1.008, -0.968, -1.005, -0.998, -0.961, -0.903, -0.460, -0.223, -0.440, -0.324, 0.714, -0.633, 0.487, 0.489, 0.215, 0.204, 0.467, 0.408, 0.230, 0.490, 0.494, 0.514, 0.484, 0.486, 0.508, 0.483, 0.507, 0.479, 0.230, 0.486, 0.222, 0.460, 0.214, 0.512, 0.222, 0.513, 0.177, 0.421, 0.464, 0.481, 0.210, 0.495, 0.495, 0.227, 0.505, 0.475], "e_tot_ev": -33286.493, "lumo_energy_ev": 0.158, "gap_ha": 0.342, "e_above_lowest_kj_mol": 333.3, "smiles": "CCN(C)C(=O)CN.O.O.O.O.O.O.O.O.O.O.O"}

{"formula": "C10H12N4S", "method": "ωB97M-V/def2-TZVPD", "elements": ["S", "N", "N", "N", "N", "C", "C", "C", "C", "C", "C", "C", "C", "C", "C", "H", "H", "H", "H", "H", "H", "H", "H", "H", "H", "H", "H"], "positions_angstrom": [[-4.25927, -0.33016, -0.40951], [-1.84478, 0.45724, 0.48334], [-2.30276, 1.57931, 1.15691], [-1.75639, -1.38176, -0.62435], [-0.48722, -1.10693, -0.22972], [3.57153, 0.25185, -1.16497], [-2.63450, -0.43990, -0.20670], [1.49599, 1.59670, -1.54266], [1.90438, 0.26151, 0.55742], [2.33745, 0.68591, -0.70028], [4.36698, -0.59028, -0.40928], [3.93223, -1.01229, 0.83376], [-0.55319, -0.00274, 0.44158], [2.70590, -0.58462, 1.30921], [0.57249, 0.70446, 1.10309], [-1.96490, -2.21108, -1.15402], [1.32173, 2.54533, -1.03423], [-3.27089, 1.39457, 1.42832], [5.32276, -0.91647, -0.79162], [4.54390, -1.67154, 1.43116], [-2.31497, 2.38705, 0.53168], [0.52925, 1.14035, -1.74980], [1.98732, 1.80317, -2.48980], [3.91363, 0.57806, -2.13685], [2.36432, -0.91385, 2.27999], [0.42844, 1.78020, 0.97502], [0.51928, 0.49454, 2.17515]], "nbo_charge": [-0.273, -0.239, -0.630, -0.382, -0.272, -0.207, 0.190, -0.636, -0.019, 0.005, -0.202, -0.215, 0.371, -0.185, -0.470, 0.428, 0.213, 0.393, 0.213, 0.214, 0.365, 0.219, 0.222, 0.208, 0.207, 0.237, 0.246], "e_tot_ev": -27360.095, "lumo_energy_ev": 0.689, "gap_ha": 0.324, "e_above_lowest_kj_mol": 0.0, "smiles": "Cc1ccccc1Cc1n[nH]c(=S)n1N"}

Values of maximum force, in order: 0.67, 3.25, 0.50, 7.51, 3.59, 1.02, all in eV/A.